ORCA calculation (wB97M-V/def2-TZVPD) on 2 unconnected molecules or ions with the total composition Cl2H3N2OP at a distorted geometry.

The HOMO energy (spin up / spin down) is -0.33033 / -0.32625 Eh. For the frontier orbital gap (spin up / spin down), the calculation gives 8.159 / 6.906 eV.

Structure (ORCA input):
```
! wB97M-V def2-TZVPD RIJCOSX def2/J DEFGRID3
* xyz 0 1
N -0.131 0.608 1.900
N 0.045 0.338 0.614
O -2.862 0.798 1.251
P -2.437 0.173 -0.045
Cl -2.932 -1.763 0.116
Cl -3.772 0.709 -1.429
H -0.662 1.434 2.097
H -0.377 -0.012 2.749
H 0.496 -0.641 0.323
*
```

***

ORCA calculation (wB97M-V/def2-TZVPD) on a molecular structure, C3H11N2 at a distorted geometry.

The HOMO energy is -0.51823 Eh. For the frontier orbital gap, the calculation gives 6.825 eV.

Structure (ORCA input):
```
! wB97M-V def2-TZVPD RIJCOSX def2/J DEFGRID3
* xyz 1 1
C -2.369 -0.090 1.266
C 0.773 -0.414 0.125
C 1.193 0.666 -0.810
N 2.593 0.451 -1.031
N -1.706 -0.345 0.015
H -3.433 -0.233 1.061
H -2.132 -0.774 2.084
H 0.850 -1.437 -0.255
H 1.186 -0.415 1.133
H 0.617 0.731 -1.735
H 1.177 1.626 -0.301
H 2.991 -0.378 -1.431
H 3.087 1.312 -1.189
H -0.635 -0.411 -0.070
H -1.964 -1.234 -0.417
H -2.229 0.946 1.556
*
```

***

Sequential relative energy (zero: lowest compared OMol25 entry of this formula, charge and spin) output: 2.890 4.925 eV